# 1
84
Properties=species:S:1:pos:R:3:mulliken_charge:R:1 method="wB97M-V/def2-TZVPD" lumo_ha=0.023 smiles=CCO.CCO.CCO.CCO.CCO.CCO.CCO.CCO.CCO.O de_lowest_kj_mol=294.00 homo_lumo_gap_ha=0.3744
C -1.27872 2.13352 -3.48167 -1.15
C -1.80041 1.58539 -2.17976 0.18
O -3.02229 0.90560 -2.24577 -0.50
H -2.11047 2.77797 -3.87535 0.38
H -0.99045 1.41265 -4.24028 0.23
H -0.41454 2.75311 -3.30217 0.26
H -1.93513 2.45194 -1.53586 0.35
H -1.08162 0.87988 -1.76809 0.01
H -3.66765 1.47160 -2.64292 0.26
C -3.30922 -2.66771 -1.07776 -1.15
C -1.79638 -2.48665 -1.14249 0.47
O -1.39037 -1.54853 -2.19931 -0.47
H -3.68909 -3.23978 -1.90840 0.38
H -3.84411 -1.71146 -1.13128 0.20
H -3.67067 -3.18444 -0.18469 0.28
H -1.29206 -3.43209 -1.29717 0.32
H -1.37582 -2.20685 -0.17625 -0.30
H -2.15268 -1.01565 -2.51265 0.14
C -4.98259 0.72186 1.52925 -0.95
C -5.22828 -0.74837 1.90247 -0.41
O -4.04003 -1.51201 2.03434 -0.41
H -4.52515 1.21164 2.39664 0.33
H -5.87034 1.32067 1.43258 0.40
H -4.31558 0.82682 0.69087 0.17
H -5.81349 -1.26621 1.11765 0.30
H -5.82162 -0.85627 2.84094 0.30
H -3.50369 -1.02173 2.67460 0.20
C 1.25090 -2.72676 -5.30982 -1.14
C 1.92072 -2.13126 -4.05616 -0.31
O 1.23114 -0.97201 -3.58115 -0.46
H 1.89942 -3.49108 -5.64520 0.41
H 1.27606 -1.96324 -6.08447 0.28
H 0.16463 -3.02055 -5.17773 0.25
H 2.90676 -1.82347 -4.33656 0.38
H 2.03597 -2.84036 -3.23472 0.30
H 0.40960 -1.18726 -3.12764 0.14
C -0.46685 -0.23178 1.97902 -1.08
C 0.89144 -0.18457 1.32470 0.08
O 1.15987 1.13831 0.90813 0.07
H -1.25975 0.08823 1.32697 0.20
H -0.59639 0.46074 2.81380 0.48
H -0.67827 -1.25739 2.33723 0.13
H 0.98039 -0.89033 0.52167 -0.07
H 1.60292 -0.40909 2.09400 0.26
H 1.50956 1.08910 -0.04439 -0.02
C -0.88724 -3.33623 4.36202 -1.01
C -1.75096 -4.18487 3.43913 -0.36
O -1.99513 -3.55757 2.16728 -0.33
H -0.77913 -3.80232 5.35528 0.37
H -1.19159 -2.29985 4.50195 0.27
H 0.07930 -3.18312 3.91179 0.26
H -2.68703 -4.36024 3.91582 0.34
H -1.34745 -5.12616 3.23523 0.33
H -2.87956 -3.16764 2.20540 0.26
C -0.20160 4.65486 4.20547 -1.26
C 0.15851 3.94906 2.87236 0.31
O 1.51028 3.58775 2.88411 -0.57
H 0.23076 5.64109 4.26925 0.30
H 0.08906 4.05397 5.08691 0.31
H -1.27214 4.71202 4.37574 0.38
H -0.08394 4.54118 1.96589 0.23
H -0.49448 3.02506 2.77349 -0.03
H 1.61195 2.80281 2.34804 0.28
C 3.50587 -1.90718 -0.27602 -0.82
C 4.53688 -0.87263 0.02819 0.10
O 4.88672 -0.34196 -1.21704 -0.52
H 3.04675 -2.41357 0.56153 0.42
H 3.95435 -2.63691 -0.94038 0.39
H 2.73271 -1.31106 -0.79649 -0.16
H 5.36885 -1.34986 0.57923 0.34
H 4.01202 -0.08860 0.68868 0.00
H 5.41848 0.46588 -1.13660 0.25
C 3.14603 3.75164 -0.40199 -0.58
C 4.50343 3.23093 -0.79694 -0.30
O 4.33631 2.46356 -2.01567 -0.57
H 2.39566 2.96498 -0.57648 -0.13
H 2.82027 4.65317 -0.90938 0.37
H 3.09977 3.87445 0.68192 0.25
H 4.82285 2.56534 0.02261 0.23
H 5.16564 4.07349 -0.93495 0.39
H 4.22353 3.00197 -2.80448 0.25
O 1.93833 0.97877 -1.74164 -0.17
H 1.92419 0.23829 -2.37239 0.16
H 2.73609 1.50737 -1.94198 0.31

# 2
84
Properties=species:S:1:pos:R:3:mulliken_charge:R:1 method="wB97M-V/def2-TZVPD" lumo_ha=0.007 smiles=CC(C)O.CC(C)O.CC(C)O.CC(C)O.CC(C)O.CC(C)O.O.O.O.O de_lowest_kj_mol=115.54 homo_lumo_gap_ha=0.3667
O 0.97404 2.63918 1.61295 -0.55
H 0.77863 2.93387 2.50811 0.26
H 1.62673 3.26583 1.28531 0.26
O 4.59627 0.73857 2.20677 -0.65
H 3.64802 0.56716 2.09533 0.35
H 4.94478 -0.07093 2.58866 0.29
O 4.51696 0.03548 -3.24817 -0.67
H 5.13320 0.71866 -2.96915 0.31
H 3.98581 -0.14682 -2.46705 0.36
O 6.28698 -3.62990 0.73715 -0.64
H 7.13872 -3.19094 0.66089 0.32
H 5.65017 -2.91560 0.82909 0.33
C 1.22518 3.58721 -5.65341 -1.27
C 1.28591 4.44109 -4.40033 0.51
C 1.90884 3.70007 -3.23249 -0.89
O 2.13685 5.59632 -4.62896 -0.56
H 0.79056 4.13413 -6.49135 0.38
H 0.68968 2.65367 -5.48193 0.29
H 2.24872 3.32494 -5.93685 0.34
H 0.30451 4.85217 -4.13787 0.18
H 2.96475 3.53975 -3.44496 0.43
H 1.41455 2.73429 -3.11175 -0.03
H 1.77400 4.25714 -2.30544 0.33
H 1.77779 6.09126 -5.37109 0.31
C -3.43834 -2.58517 -0.21756 -1.51
C -1.94232 -2.86244 -0.27056 2.16
C -1.57545 -4.15317 0.44133 -1.41
O -1.52188 -2.90352 -1.64822 -0.57
H -3.92934 -3.27864 -0.89938 0.42
H -3.63147 -1.56280 -0.54481 0.27
H -3.81937 -2.70270 0.79790 0.34
H -1.37243 -2.02020 0.12884 -0.98
H -0.66934 -4.58779 0.02102 0.42
H -2.37162 -4.89182 0.28975 0.44
H -1.47600 -4.00067 1.51582 0.09
H -1.61171 -3.80271 -1.98063 0.32
C -1.29645 -3.26778 4.27025 -1.16
C 0.08479 -2.77907 4.61377 0.47
C 1.01558 -2.94887 3.42089 -0.72
O 0.06112 -1.40471 5.01856 -0.56
H -1.68264 -2.73195 3.40030 0.11
H -1.97351 -3.25544 5.12309 0.34
H -1.23902 -4.31820 3.95496 0.42
H 0.56425 -3.36380 5.40262 0.28
H 1.22016 -4.01436 3.22949 0.43
H 1.99072 -2.48436 3.54669 0.35
H 0.57003 -2.63217 2.46812 -0.21
H -0.69318 -1.02904 4.54695 0.33
C 1.92729 0.52086 -1.08101 -2.28
C 1.67696 -0.52544 -0.00688 2.77
C 2.60534 -1.70087 -0.20257 -1.68
O 1.97920 0.01222 1.28062 -0.31
H 2.92405 0.96774 -1.02964 0.56
H 1.22347 1.36019 -1.05091 0.34
H 1.79848 0.11647 -2.09142 0.72
H 0.61207 -0.77388 -0.07441 -1.32
H 2.27373 -2.54227 0.41093 0.30
H 3.62136 -1.44403 0.10058 0.30
H 2.63605 -2.02362 -1.24329 0.46
H 1.33437 0.69211 1.51951 0.19
C -3.13442 2.22659 -1.81450 -1.07
C -1.98956 1.85121 -2.74484 1.15
C -1.59587 0.39898 -2.63040 -0.64
O -2.43769 2.02495 -4.11800 -0.61
H -3.26299 3.30352 -1.69354 0.49
H -2.89279 1.88433 -0.79867 -0.12
H -4.06433 1.71476 -2.05894 0.37
H -1.13522 2.51259 -2.57340 -0.23
H -2.16845 -0.31384 -3.22052 0.46
H -1.86094 0.04558 -1.61871 -0.28
H -0.53518 0.16907 -2.70250 0.16
H -2.94891 2.83787 -4.18075 0.34
C -2.12533 0.51945 1.92642 -0.40
C -2.61353 1.07869 3.24600 0.63
C -4.09745 1.29989 3.23737 -1.53
O -2.25663 0.11777 4.26603 -0.49
H -2.10356 1.30829 1.17089 0.13
H -2.85831 -0.20390 1.54731 0.18
H -1.14535 0.04497 1.92510 -0.20
H -2.05085 1.99144 3.47190 0.11
H -4.62284 0.38780 2.94799 0.38
H -4.38529 2.03017 2.46875 0.35
H -4.48603 1.71740 4.16693 0.48
H -2.90501 0.11771 4.97599 0.24

# 3
88
Properties=species:S:1:pos:R:3:mulliken_charge:R:1 method="wB97M-V/def2-TZVPD" charge=-1 lumo_ha=0.077 homo_lumo_gap_ha=0.1776
C 6.24558 -3.42449 -0.42407 -1.09
C 6.52684 -1.85434 -0.48615 0.09
C 5.53709 -1.02373 -1.41030 0.57
O 5.51832 0.22563 -1.24594 -0.56
O 4.66468 -1.55664 -2.38246 -0.40
C 3.39302 -1.79300 -1.67054 0.30
C 2.19858 -2.28371 -2.61398 -0.78
B 0.86731 -1.34946 -2.33819 0.24
P -0.20038 -1.93902 -0.84098 -0.28
C -2.00938 -2.26861 -1.32194 -0.34
C -2.50759 -3.76939 -0.97097 -0.86
C -0.23787 -0.67455 0.57234 -0.20
C -0.03801 0.85898 0.09800 -0.83
H 6.96174 -3.85952 0.36671 0.33
H 5.19538 -3.69186 -0.04821 0.30
H 6.44114 -3.93986 -1.43053 0.24
H 7.58693 -1.72137 -0.88936 0.24
H 6.47663 -1.39289 0.56265 0.12
H 3.59108 -2.61308 -0.90481 -0.12
H 3.11023 -0.83935 -1.10932 0.12
H 1.96249 -3.38389 -2.36709 0.21
H 2.47101 -2.20510 -3.71665 0.16
H 0.16365 -1.32045 -3.31690 -0.24
H 1.24184 -0.21734 -2.16377 -0.24
H -2.64975 -1.54668 -0.68706 -0.03
H -2.25845 -2.03248 -2.41522 0.40
H -2.49674 -3.85707 0.17057 0.10
H -3.60087 -3.85992 -1.29666 0.21
H -1.80871 -4.50164 -1.48881 0.41
H 0.53696 -0.95588 1.37480 0.37
H -1.27404 -0.71730 1.07453 -0.10
H -0.36759 1.03575 -0.97929 0.19
H 1.08495 1.07322 0.14891 0.21
H -0.65578 1.57518 0.75023 0.31
C 9.58774 -1.08228 2.29555 -0.54
O 8.23359 -0.67886 2.42626 -0.47
H 9.78718 -1.87933 3.01191 0.22
H 9.76707 -1.45360 1.28288 0.24
H 10.24771 -0.23597 2.50417 0.27
H 8.08318 0.02542 1.78314 0.28
C -4.16905 -2.16790 2.00815 -0.30
O -2.87078 -2.41974 2.51929 -0.50
H -4.20338 -2.47673 0.96326 0.20
H -4.90526 -2.74164 2.58156 0.09
H -4.39075 -1.10134 2.07606 0.19
H -2.87092 -2.13578 3.44299 0.29
C -5.78757 -5.40716 1.39548 -0.58
O -5.93199 -4.61250 0.22853 -0.43
H -4.80828 -5.21568 1.83413 0.21
H -6.56596 -5.14337 2.11721 0.27
H -5.86531 -6.46517 1.13056 0.31
H -6.80410 -4.80157 -0.13696 0.25
C -4.99967 1.92817 1.38962 -0.52
O -5.73136 0.79299 1.83502 -0.51
H -4.05856 1.97772 1.93693 0.23
H -4.79215 1.83556 0.32228 0.25
H -5.57639 2.83623 1.57988 0.28
H -6.55588 0.77198 1.33610 0.26
C 6.74912 3.73854 -0.65114 -0.47
O 5.69054 3.51118 0.26444 -0.52
H 7.28233 4.64278 -0.35501 0.26
H 7.43802 2.88989 -0.63459 0.18
H 6.34385 3.87069 -1.65755 0.23
H 5.23611 2.70640 -0.02046 0.33
C -3.78158 5.33174 -0.81702 -0.16
O -4.51511 4.19925 -0.37359 -0.46
H -2.84020 5.37785 -0.26933 0.08
H -3.57536 5.23884 -1.88556 0.00
H -4.35674 6.24191 -0.62504 0.28
H -5.34018 4.18136 -0.87267 0.27
C -2.21747 5.05098 -5.06535 -0.62
O -3.29846 4.81411 -4.17450 -0.49
H -1.69978 5.95876 -4.75450 0.26
H -1.52218 4.20860 -5.03324 0.31
H -2.59894 5.18276 -6.08110 0.27
H -3.73891 4.00802 -4.46951 0.28
C 0.30285 4.51442 -1.12542 -0.35
O 0.16581 5.31605 -2.29379 -0.52
H 1.28242 4.69918 -0.68478 0.28
H -0.47437 4.77970 -0.40384 0.15
H 0.21959 3.45825 -1.39102 0.16
H -0.70682 5.13428 -2.66324 0.27
C -4.28875 -1.50866 6.60415 -0.59
O -4.32730 -1.38233 5.19067 -0.40
H -3.42767 -0.95791 6.98229 0.21
H -5.20220 -1.09276 7.03741 0.25
H -4.19230 -2.56242 6.87900 0.26
H -5.09566 -1.87699 4.88074 0.26

Going through the records in order, we get energy values of -40046.972 -40048.822 -52072.160 eV.